# 1
Entry from OMol25: C18H26N2O3 in the gas phase (ωB97M-V/def2-TZVPD).

CARTESIAN COORDINATES (ANGSTROEM)
O -2.32084 -2.91098 0.50548
C -1.47873 -2.47428 -0.25308
N -1.45208 -1.19728 -0.67987
H -0.69349 -0.89182 -1.27102
C -2.41873 -0.19686 -0.26399
C -3.12256 0.35687 -1.50719
H -3.37421 -0.48192 -2.16107
C -4.40306 1.13258 -1.21009
C -4.24027 2.28669 -0.22101
C -4.04327 1.80849 1.21900
C -2.58757 1.55070 1.61869
H -2.58935 0.90849 2.50179
C -1.71761 0.90883 0.53575
H -0.83604 0.48546 1.02259
H -1.36561 1.67492 -0.15909
H -2.11966 2.49553 1.90604
H -4.44769 2.55567 1.90578
H -4.62769 0.89802 1.36233
H -3.41207 2.92915 -0.52301
H -5.15065 2.88948 -0.26380
H -4.78199 1.52845 -2.15576
H -5.15524 0.44291 -0.82054
H -2.42278 0.99926 -2.04935
H -3.13083 -0.73250 0.37080
C -0.33047 -3.32327 -0.78475
H -0.71759 -4.30073 -1.07242
H 0.13448 -2.84630 -1.64566
C 0.71579 -3.52237 0.32098
N 1.09432 -2.28164 0.96963
C 1.50793 -1.18388 0.30632
O 1.67268 -1.09120 -0.88598
O 1.70089 -0.16424 1.18189
C 2.22308 1.03435 0.61279
C 3.66571 0.89102 0.20350
C 4.55725 0.22715 1.03606
C 5.88214 0.08188 0.66715
C 6.32884 0.60536 -0.53424
C 5.44436 1.26934 -1.36667
C 4.11679 1.40816 -1.00198
H 3.42571 1.91534 -1.65901
H 5.78734 1.67395 -2.30747
H 7.36339 0.49213 -0.82282
H 6.56730 -0.44013 1.31898
H 4.20309 -0.18191 1.97149
H 1.61466 1.32249 -0.25124
H 2.11388 1.78251 1.40356
H 0.90082 -2.17034 1.95096
H 1.60849 -3.98598 -0.11286
H 0.31114 -4.17754 1.09241

Calculated values
Kohn-Sham gap, eV: 10.02
Lowest unoccupied orbital energy, eV: 0.75
E_HOMO, eV: -9.28
Structure (SMILES): O=C(CCNC(=O)OCc1ccccc1)NC1CCCCCC1

# 2
Entry from OMol25: CH9N4P in the gas phase (ωB97M-V/def2-TZVPD).

CARTESIAN COORDINATES (ANGSTROEM)
C -1.35961 0.96138 0.03534
N -1.91792 -0.38907 0.26405
N 1.06703 -1.74984 -0.33321
N 1.95644 0.24110 0.81672
N -0.16589 0.94061 -0.78475
P 1.29664 0.03280 -0.66635
H -1.82967 -0.80679 -0.67669
H -1.32236 1.54038 1.05450
H -2.19051 1.52036 -0.40498
H -1.43175 -0.97310 0.92067
H 0.24526 -2.17988 -0.71000
H 1.91156 -2.21985 -0.78337
H 2.69562 0.96046 0.89118
H 1.38277 0.17118 1.65821
H -0.33814 0.94529 -1.74593

Calculated values
Kohn-Sham gap, eV: 9.11
Lowest unoccupied orbital energy, eV: 1.01
E_HOMO, eV: -8.10
Structure (SMILES): NCNP(N)N

# 3
Entry from OMol25: a gas-phase ion, C2H2NO2 (charge -1) (ωB97M-V/def2-TZVPD).

CARTESIAN COORDINATES (ANGSTROEM)
C -0.13166 0.23147 0.16279
C -1.73405 1.55322 -0.82229
N -1.14910 0.89892 0.37430
O -1.97905 0.86277 -1.83727
O -1.77437 2.78928 -0.67845
H 0.43305 -0.24927 0.86213
H 0.03039 0.00017 -0.87006

Calculated values
Kohn-Sham gap, eV: 8.39
Lowest unoccupied orbital energy, eV: 4.42
E_HOMO, eV: -3.97
Charge: -1
Structure (SMILES): C=NC(=O)[O-]

# 4
Entry from OMol25: 16 unconnected molecules or ions with the total composition C5H40O15 (ωB97M-V/def2-TZVPD).

CARTESIAN COORDINATES (ANGSTROEM)
C 1.52197 1.50160 -0.60445
C 0.19270 0.71281 -0.34725
C 0.44272 -0.69771 0.11419
C -0.52996 -1.60752 0.16047
C -0.23171 -2.99554 0.69588
H 1.49611 2.57673 -0.42038
H 1.51584 1.40279 -1.69392
H 2.41359 1.07931 -0.15814
H -0.48909 1.05468 -1.13540
H -0.44358 1.15687 0.43822
H 1.44788 -0.91555 0.43958
H -1.54759 -1.34227 -0.06256
H -1.09567 -3.62882 0.95082
H 0.11185 -2.76658 1.71974
H 0.37732 -3.64878 0.06437
H 4.00379 -2.50195 -0.96486
H 2.46649 -2.49358 -0.98034
O 3.23415 -2.30604 -0.42396
H -2.39687 -3.60088 -0.81764
H -2.61101 -2.12351 -1.49990
O -2.50135 -3.07019 -1.60527
H -0.75577 2.36750 2.31623
H -1.22353 3.78092 2.01516
O -0.42707 3.25301 2.13602
H 3.64433 -0.50044 0.68782
H 3.44579 -0.80934 2.18501
O 3.61917 -0.09103 1.56238
H 1.83353 -2.70417 2.82688
H 1.59922 -1.69689 4.08430
O 2.21676 -2.18254 3.53104
H 1.19141 3.23672 3.15529
H 1.95389 1.84419 3.14723
O 1.64875 2.57449 3.69790
H 0.93035 -0.32894 -1.94922
H 0.56582 -1.60594 -2.65038
O 0.59163 -0.64158 -2.81602
H -0.71685 2.54804 -3.03293
H -0.50850 4.05509 -2.67115
O -0.75626 3.19913 -2.31421
H 0.44329 1.21457 3.86463
H -0.54675 0.63017 4.79291
O 0.15220 0.33228 4.19456
H -2.96472 3.18251 -1.87466
H -2.32900 3.90992 -0.81873
O -3.09694 3.33873 -0.93100
H 0.06987 -3.92719 -2.23867
H 0.33534 -3.16053 -3.64378
O 0.66198 -3.39246 -2.77041
H -1.20671 -0.34579 -2.33969
H -1.93370 -0.25206 -3.84972
O -1.98247 -0.38488 -2.90965
H -2.08063 0.29334 2.88385
H -2.02643 -1.13665 3.52099
O -2.56002 -0.34876 3.41105
H 0.97749 0.74546 -4.04031
H 1.01635 2.34193 -3.94554
O 0.62000 1.58378 -4.37848
H -3.63498 0.51936 0.87203
H -3.23475 1.77154 -0.04301
O -2.90968 1.00063 0.46311

Calculated values
Kohn-Sham gap, eV: 9.31
Lowest unoccupied orbital energy, eV: 0.03
E_HOMO, eV: -9.28

# 5
Entry from OMol25: 2 unconnected molecules or ions with the total composition C4H12 (ωB97M-V/def2-TZVPD).

CARTESIAN COORDINATES (ANGSTROEM)
C 0.99291 0.54498 -1.36338
C 1.96742 1.24464 -0.42438
H 1.36367 -0.31392 -1.99957
H 0.03044 0.18058 -1.01339
H 0.68714 1.28748 -2.26058
H 1.36966 1.32341 0.39307
H 2.38562 2.14171 -0.85707
H 2.69423 0.54451 0.02641
C -0.80404 -1.22154 0.60148
C -2.00480 -0.54934 1.29972
H -0.65988 -2.27377 1.08665
H -1.06382 -1.29500 -0.47434
H 0.05924 -0.59063 0.66915
H -2.87933 -0.98393 1.01263
H -2.17734 0.55557 0.84318
H -1.96111 -0.59476 2.46042

Calculated values
Kohn-Sham gap, eV: 12.42
Lowest unoccupied orbital energy, eV: 1.14
E_HOMO, eV: -11.28
Structure (SMILES): CC.CC

# 6
Entry from OMol25: a molecular structure, C24H27BiN13S (ωB97M-V/def2-TZVPD).

CARTESIAN COORDINATES (ANGSTROEM)
Bi -1.43088 -0.73031 0.06892
N -3.23572 2.98656 1.71995
C -3.00387 3.59999 0.50419
C -3.03018 4.91967 0.08276
C -2.49699 5.17104 -1.16271
C -2.01025 4.20472 -2.02104
C -2.08965 2.83969 -1.58200
C -2.58689 2.57929 -0.32679
N -2.54888 1.35029 0.42916
C -2.92181 1.70963 1.63045
C -2.85170 0.74421 2.71295
C -3.47489 0.73556 3.91845
S -3.34788 -0.85101 4.59934
C -2.51712 -1.35963 3.28785
N -2.36439 -0.49985 2.27363
H -3.49016 3.49655 2.58485
H -3.31410 5.62010 0.89416
H -2.56576 6.23535 -1.55787
H -1.75125 4.23035 -3.07417
H -1.92513 2.06358 -2.32073
H -4.04170 1.55002 4.27971
H -2.14139 -2.38008 3.28930
N -0.90864 -4.43435 0.53410
C -0.01202 -3.79197 1.28964
N 0.89052 -4.49228 1.87018
C 1.83521 -3.75267 2.59789
N 2.78619 -4.42513 3.15977
N 1.94800 -2.37050 2.49694
C 0.89652 -1.81670 1.94963
N -0.06830 -2.42730 1.28233
C 1.02363 -0.28840 1.91092
C 2.05423 0.33723 2.63059
C 2.23907 1.73689 2.47412
C 1.24744 2.45801 1.81184
C 0.27544 1.74548 1.05525
N 0.21828 0.38577 1.03067
H -0.86889 -5.44271 0.42201
H -1.54895 -4.01137 -0.13867
H 2.71716 -5.46398 3.16618
H 3.54286 -3.92358 3.61734
H 2.67475 -0.34707 3.14575
H 3.12410 2.24860 2.96986
H 1.20100 3.54379 1.75137
H -0.32498 2.29916 0.32571
C 0.27309 0.34148 -2.58175
N 1.20770 0.41796 -3.67549
C 1.20100 -0.84497 -4.39229
N 1.47335 -2.03233 -3.51800
C 0.56032 -2.09093 -2.41217
N 0.55381 -0.85106 -1.64491
C 2.07133 -0.53819 -1.17807
N 2.88786 -0.50739 -2.24287
C 2.56968 0.61079 -3.19703
C 2.82941 -1.78567 -2.96044
H -0.68546 0.16131 -3.05916
H 0.26756 1.20477 -1.93199
H 1.88297 -0.75927 -5.30044
H 0.17946 -0.87573 -4.81756
H 0.84250 -2.88537 -1.73568
H -0.53383 -2.29261 -2.78559
H 2.24474 -1.35512 -0.46531
H 2.01930 0.30864 -0.71661
H 3.17535 0.67184 -4.13169
H 2.55605 1.49113 -2.64436
H 3.16572 -2.60131 -2.33477
H 3.45604 -1.77061 -3.85757

Calculated values
Kohn-Sham gap, eV: 6.87
Lowest unoccupied orbital energy, eV: -9.39
E_HOMO, eV: -16.26
Charge: +3

# 7
Entry from OMol25: C3H6N2O in the gas phase (ωB97M-V/def2-TZVPD).

CARTESIAN COORDINATES (ANGSTROEM)
C -1.94112 -0.06945 -0.39547
N -0.91897 -0.08284 -1.44001
C 0.31163 -0.13478 -1.14366
N 0.94811 -0.39018 0.12151
C 1.93958 0.42753 0.61886
O 2.62209 0.19003 1.58979
H -1.54187 -0.37398 0.58016
H -2.31700 0.96224 -0.37012
H -2.84408 -0.65185 -0.63692
H 1.01713 0.02057 -1.96646
H 0.80513 -1.27970 0.58987
H 2.01172 1.36749 0.04270

Calculated values
Kohn-Sham gap, eV: 10.92
Lowest unoccupied orbital energy, eV: 0.85
E_HOMO, eV: -10.07
Structure (SMILES): C/N=C\NC=O

# 8
Entry from OMol25: 3 unconnected molecules or ions with the total composition C2H8O4 (ωB97M-V/def2-TZVPD).

CARTESIAN COORDINATES (ANGSTROEM)
H 0.75328 0.36309 -0.48231
O 0.89377 0.26386 -1.88598
O 0.37547 0.23789 0.51718
H -0.07350 0.05314 -1.87945
H 0.97103 1.21671 -2.01599
C -0.93889 0.20255 0.34003
O -1.45457 -0.01989 -0.74873
C -1.73245 0.61621 1.54813
H -1.88163 1.68722 1.63154
H -2.72636 0.25075 1.29255
H -1.37019 0.13459 2.44690
O 2.66433 -1.54620 -0.13476
H 1.87189 -1.02291 -0.13847
H 2.64783 -2.43704 -0.49066

Calculated values
Kohn-Sham gap, eV: 11.45
Lowest unoccupied orbital energy, eV: 0.49
E_HOMO, eV: -10.96
Structure (SMILES): CC(=O)O.O.O

# 9
Entry from OMol25: C5H14N2 in the gas phase (ωB97M-V/def2-TZVPD).

CARTESIAN COORDINATES (ANGSTROEM)
C 0.12288 -2.03498 -0.13406
C 0.19296 -0.50175 0.03026
C -0.29179 -0.06088 1.41756
C 0.76096 -0.15324 2.53900
N -0.58389 0.13955 -1.03231
C 0.14152 1.10943 -1.82274
N -0.74315 1.91264 -2.68273
H -0.87232 -2.39075 0.12429
H 0.87616 -2.49450 0.50111
H 0.35451 -2.29615 -1.16620
H 1.25937 -0.26654 -0.00473
H -0.53240 0.99348 1.30556
H -1.21465 -0.55963 1.72831
H 1.71915 0.14155 2.10320
H 0.79058 -1.13099 3.01634
H 0.54213 0.57630 3.31907
H -1.39153 0.59049 -0.61881
H 0.84550 0.61144 -2.49054
H 0.73339 1.78945 -1.19053
H -1.57759 1.33970 -2.80064
H -1.13178 2.68536 -2.14143

Calculated values
Kohn-Sham gap, eV: 9.90
Lowest unoccupied orbital energy, eV: 1.06
E_HOMO, eV: -8.84
Structure (SMILES): CC[C@@H](C)NCN

# 10
Entry from OMol25: a molecular structure, C30H40BrGeN5OSSeV (ωB97M-V/def2-TZVPD).

CARTESIAN COORDINATES (ANGSTROEM)
V -1.03825 0.78228 1.59419
C -0.82355 -2.55499 -0.42169
C -2.24275 -2.15150 -0.42398
N -2.79530 -1.52239 0.53678
N -1.94262 -1.35987 1.65354
C -2.02008 -2.30295 2.57752
N -1.36626 -2.01812 3.72078
S -2.82829 -3.80200 2.54907
C -2.98997 -2.33129 -1.70396
C -2.47830 -1.63318 -2.85198
C -2.96385 -1.77492 -4.13223
C -4.05548 -2.63793 -4.31646
C -4.58447 -3.19645 -3.15783
N -4.10865 -3.12146 -1.88069
H -0.62079 -3.21430 0.41202
H -0.48337 -2.98848 -1.37077
H -0.27873 -1.63668 -0.23553
H -0.66829 -1.25481 3.66536
H -1.03679 -2.80954 4.28201
H -1.70332 -0.91938 -2.62622
H -2.50335 -1.20860 -4.95608
H -4.54043 -2.73277 -5.28849
H -5.49815 -3.77594 -3.26813
Br -3.94120 1.19074 2.69652
C -4.66652 1.82768 0.98664
C -5.96104 2.25584 0.94955
C -6.51405 2.88908 -0.20603
C -5.73270 2.91768 -1.32977
C -4.42038 2.45541 -1.31932
C -3.61991 2.49597 -2.50627
C -2.31354 2.13336 -2.44168
C -1.68658 1.80541 -1.23827
C -2.44359 1.62295 -0.05505
C -3.80354 1.94176 -0.13958
H -6.63686 2.16124 1.79184
H -7.52005 3.27674 -0.16813
H -6.18322 3.26822 -2.30918
H -4.08439 2.89130 -3.39015
H -1.78441 2.22225 -3.33863
H -0.61066 1.61540 -1.25196
C 5.96022 -2.83702 -1.27323
Ge 5.95797 -1.12091 -2.23175
C 7.08997 -1.24721 -3.83097
C 6.79868 0.17943 -1.09651
C 4.14543 -0.66473 -2.77068
Se 3.01018 -0.39485 -1.23222
C 3.34500 1.51200 -0.88735
H 6.99817 -3.20249 -1.14494
H 5.44725 -3.66720 -1.72900
H 5.51986 -2.60984 -0.32316
H 8.01389 -1.75411 -3.61607
H 7.26055 -0.21185 -4.12750
H 6.60100 -1.66710 -4.71018
H 7.73121 -0.21396 -0.73814
H 6.14529 0.29277 -0.27747
H 6.94069 1.14497 -1.58155
H 3.78891 -1.57693 -3.24438
H 4.01631 0.14774 -3.47864
H 4.39411 1.72706 -0.93560
H 2.89131 1.69354 0.06913
H 2.84668 2.11206 -1.61992
C -1.78362 1.66500 5.24560
C -0.46718 1.01154 4.82205
C 0.53915 0.85190 5.71816
C 1.70844 0.45748 4.96641
C 1.32114 0.37582 3.67386
C 2.18872 -0.26188 2.60050
N -0.01544 0.73542 3.54950
H -1.71572 1.76077 6.30615
H -2.68052 1.04479 4.97076
H -1.88555 2.69661 4.82660
H 0.42947 0.96613 6.80130
H 2.70047 0.24411 5.31496
H 3.19700 0.09558 2.71388
H 1.77050 0.01045 1.62608
H 2.18695 -1.35442 2.66037
C 0.63257 2.66956 0.79557
O 0.68694 1.28910 0.62198
H 1.58367 3.20492 0.55544
H 0.31906 2.97091 1.79219
H -0.12501 3.11911 0.13099

Calculated values
Kohn-Sham gap (spin up / spin down), eV: 4.76 / 5.39
Lowest unoccupied orbital energy (spin up / spin down), eV: 3.63 / 3.63
E_HOMO (spin up / spin down), eV: -1.13 / -1.77
Charge: -2
Spin multiplicity: 4

# 11
Entry from OMol25: C7H6 in the gas phase (ωB97M-V/def2-TZVPD).

CARTESIAN COORDINATES (ANGSTROEM)
C -0.52054 -1.45757 -0.24880
C -0.01535 -1.05664 0.90535
C -0.22135 1.51480 0.73378
C -0.07366 -0.42865 -1.23330
C 1.19908 0.33950 -0.76678
C 0.65688 0.26185 0.71928
C -0.04477 1.00874 -0.65926
H -1.03211 -2.44483 -0.46224
H -0.03862 -1.46592 1.85652
H -1.08204 1.16010 1.37980
H 0.26441 2.52355 0.94602
H -0.21767 -0.55088 -2.32116
H 2.08798 0.45338 -1.22927

Calculated values
Kohn-Sham gap (spin up / spin down), eV: 6.54 / 8.23
Lowest unoccupied orbital energy (spin up / spin down), eV: 1.19 / -1.15
E_HOMO (spin up / spin down), eV: -5.34 / -9.38
Spin multiplicity: 3

# 12
Entry from OMol25: 4 unconnected molecules or ions with the total composition C29H31N2O3 (ωB97M-V/def2-TZVPD).

CARTESIAN COORDINATES (ANGSTROEM)
C -1.86028 -0.14860 0.87857
N -0.98663 -0.93274 0.02264
C 0.36503 -1.04339 0.57711
C -1.46776 -2.27080 -0.28998
O -1.31551 -2.66969 -1.41432
C -2.04700 -3.09093 0.83172
N -1.49088 -4.42156 0.72640
O -2.13303 -5.10057 1.96016
C -1.13475 -5.42969 2.76993
O -0.29564 -6.27484 2.56500
C -1.13531 -4.67579 4.08401
C -0.14064 -4.94752 5.02459
C -0.11086 -4.26579 6.23329
C -1.08052 -3.30847 6.52050
C -2.08385 -3.04409 5.59665
C -2.11394 -3.72932 4.38461
H -1.31651 0.74365 1.19652
H -2.73671 0.19978 0.33005
H -2.19287 -0.65850 1.78886
H 0.37648 -1.51599 1.56731
H 0.97857 -1.62831 -0.10518
H 0.79058 -0.04229 0.65958
H -3.15719 -3.05907 0.74143
H -1.80391 -2.59248 1.78024
H 0.60266 -5.69043 4.77089
H 0.66883 -4.48167 6.95263
H -1.04589 -2.78046 7.46507
H -2.84466 -2.30739 5.82042
H -2.90445 -3.55032 3.67312
C 0.13312 -0.11027 -4.32852
C 0.55074 0.90692 -5.17655
C 0.38774 2.23553 -4.80424
C -0.18573 2.54422 -3.57788
C -0.59207 1.52269 -2.72801
C -0.43852 0.19432 -3.09943
H 0.25916 -1.14638 -4.61599
H 1.01290 0.66644 -6.12628
H 0.71710 3.02839 -5.46511
H -0.30741 3.57986 -3.28259
H -1.02912 1.75285 -1.76351
H -0.75660 -0.59509 -2.42992
C -1.22910 3.87595 1.14069
C -2.32522 3.88016 0.28954
C -3.52980 4.42492 0.71101
C -3.63723 4.96970 1.98318
C -2.54084 4.96676 2.83413
C -1.33705 4.41844 2.41344
H -0.29183 3.44457 0.81240
H -2.24165 3.45370 -0.70188
H -4.38622 4.42028 0.04914
H -4.57753 5.39266 2.31313
H -2.62561 5.38825 3.82764
H -0.48374 4.40933 3.07926
C 4.76667 2.53791 -4.25321
C 3.90377 1.52234 -3.86484
C 4.39393 0.24126 -3.65200
C 5.74580 -0.02260 -3.82418
C 6.60865 0.99390 -4.21141
C 6.11879 2.27452 -4.42747
H 4.38330 3.53675 -4.42072
H 2.85036 1.72528 -3.72816
H 3.71832 -0.54973 -3.35257
H 6.12713 -1.02158 -3.65536
H 7.66331 0.78782 -4.34411
H 6.79109 3.06719 -4.73144

Calculated values
Kohn-Sham gap, eV: 5.21
Lowest unoccupied orbital energy, eV: 2.43
E_HOMO, eV: -2.78
Charge: -1